Entry 1:
The following is a DFT calculation (the ωB97M-V functional and the def2-TZVPD basis) of a molecular structure, C13H74Li6O36S2.

HOMO energy	1.070	eV
charge	-2
LUMO	2.24	eV
gap between HOMO and LUMO	1.175	eV

XYZ file:
```
131
Properties=species:S:1:pos:R:3:lowdin_charge:R:1
Li -24.49 -19.34 -8.42 0.609
Li -24.86 -18.17 -4.87 0.605
Li -27.02 -16.51 -9.50 0.643
Li -28.28 -19.25 -8.82 0.606
Li -27.06 -20.95 -6.82 0.645
Li -26.37 -21.41 -9.84 0.621
S -26.42 -19.13 -10.99 0.272
O -27.08 -20.33 -11.44 -0.331
O -25.35 -19.61 -10.09 -0.452
O -25.94 -18.41 -12.18 -0.347
O -27.35 -18.28 -10.16 -0.514
S -26.66 -17.82 -6.93 0.244
O -27.23 -16.68 -7.63 -0.372
O -27.42 -19.02 -7.06 -0.392
O -25.30 -18.03 -7.38 -0.378
O -26.57 -17.48 -5.52 -0.390
O -25.07 -21.25 -7.55 -0.472
C -24.30 -22.24 -8.25 -0.348
C -24.88 -23.45 -9.18 -0.443
O -25.37 -23.20 -10.46 -0.375
H -23.68 -22.71 -7.48 0.059
H -23.45 -21.77 -8.74 0.058
H -25.57 -24.05 -8.59 0.070
H -24.02 -24.10 -9.36 0.055
O -28.54 -23.15 -11.52 -0.334
C -29.54 -22.55 -10.63 -0.406
C -29.29 -22.09 -9.17 -0.401
O -28.20 -21.29 -8.80 -0.470
H -30.55 -22.98 -10.66 0.057
H -29.86 -21.62 -11.09 0.062
H -29.23 -22.99 -8.55 0.081
H -30.12 -21.59 -8.68 0.058
O -24.18 -14.08 -6.30 -0.021
H -24.72 -13.41 -6.72 0.064
H -23.62 -13.59 -5.70 0.065
O -24.91 -17.66 -2.96 -0.075
H -25.45 -17.03 -2.47 0.010
H -24.34 -18.05 -2.30 0.053
O -30.85 -21.94 -6.19 -0.033
H -31.08 -21.01 -6.14 0.030
H -30.25 -22.00 -6.93 0.017
O -25.08 -16.13 -10.01 -0.070
H -24.50 -16.67 -10.55 -0.017
H -24.82 -15.23 -10.20 0.034
O -28.60 -18.11 -3.37 -0.034
H -28.59 -17.92 -2.43 0.054
H -27.88 -17.58 -3.73 0.013
O -24.30 -20.01 -5.10 -0.093
H -24.54 -20.42 -5.93 -0.018
H -24.46 -20.68 -4.44 0.033
O -23.46 -17.59 -11.63 -0.048
H -23.61 -16.80 -12.14 0.051
H -24.31 -18.02 -11.58 -0.027
O -26.20 -20.90 -2.68 -0.040
H -26.74 -21.60 -2.32 0.051
H -25.98 -20.35 -1.93 0.043
O -26.36 -15.17 -1.92 -0.056
H -25.69 -14.66 -1.46 0.044
H -26.84 -14.51 -2.43 -0.030
O -29.18 -14.85 -7.06 -0.057
H -28.84 -15.70 -7.34 -0.010
H -28.59 -14.58 -6.35 0.003
O -23.51 -16.71 -5.77 -0.067
H -24.08 -17.00 -6.48 0.005
H -23.42 -15.76 -5.90 0.021
O -27.59 -13.07 -3.18 -0.063
H -28.42 -13.37 -2.80 0.030
H -27.45 -13.63 -3.94 -0.022
O -20.81 -17.12 -6.01 -0.066
H -20.71 -17.83 -6.64 -0.015
H -21.75 -16.98 -5.95 -0.030
O -26.16 -13.82 -11.69 -0.050
H -26.66 -14.59 -11.93 0.035
H -26.51 -13.12 -12.24 0.031
O -27.52 -21.68 -5.06 -0.060
H -28.06 -22.33 -4.61 0.055
H -27.03 -21.25 -4.37 -0.004
O -30.14 -18.48 -8.48 -0.064
H -30.34 -17.59 -8.78 0.031
H -30.97 -18.82 -8.15 0.034
O -22.71 -18.82 -8.99 -0.062
H -22.62 -18.36 -9.83 0.027
H -21.81 -18.95 -8.70 -0.011
O -29.88 -19.22 -5.65 -0.041
H -29.22 -19.26 -6.35 -0.005
H -29.45 -18.75 -4.94 -0.005
O -29.65 -15.16 -3.70 -0.027
H -29.79 -15.43 -4.61 0.026
H -29.16 -15.88 -3.30 0.008
O -26.98 -14.73 -5.28 -0.040
H -26.99 -15.68 -5.21 0.013
H -26.13 -14.53 -5.68 0.035
O -28.68 -15.25 -9.85 -0.055
H -29.30 -14.69 -10.33 0.055
H -28.65 -14.88 -8.97 -0.002
C -32.08 -16.74 -6.94 -0.055
C -33.19 -16.92 -7.96 -0.415
C -33.44 -15.83 -9.02 -0.042
O -32.87 -18.08 -8.77 -0.075
H -32.28 -15.89 -6.29 0.083
H -31.07 -16.65 -7.34 0.053
H -32.07 -17.48 -6.14 0.081
H -34.05 -17.25 -7.39 0.129
H -32.60 -15.16 -9.20 0.076
H -34.24 -15.15 -8.74 0.071
H -33.67 -16.18 -10.02 0.072
H -33.08 -17.89 -9.69 0.075
C -32.40 -21.25 -1.71 -0.062
C -31.59 -21.04 -3.00 -0.482
C -30.07 -20.96 -2.78 -0.060
O -31.86 -22.21 -3.75 -0.061
H -31.98 -22.12 -1.21 0.075
H -33.43 -21.58 -1.84 0.067
H -32.47 -20.26 -1.25 0.071
H -31.85 -20.15 -3.57 0.130
H -29.67 -20.09 -2.24 0.060
H -29.62 -20.98 -3.77 0.048
H -29.77 -21.83 -2.20 0.076
H -31.46 -22.14 -4.62 0.012
C -20.48 -21.52 -8.45 -0.015
C -20.44 -20.34 -7.32 -0.454
C -19.35 -20.59 -6.39 -0.072
O -20.24 -19.21 -8.10 -0.094
H -19.50 -21.71 -8.89 0.064
H -21.20 -21.38 -9.26 0.071
H -20.74 -22.47 -7.97 0.070
H -21.41 -20.19 -6.83 0.150
H -19.56 -21.46 -5.77 0.091
H -19.39 -19.81 -5.62 0.080
H -18.35 -20.64 -6.83 0.089
H -19.32 -19.14 -8.39 0.119
```

---

Entry 2:
The following is a DFT calculation (the ωB97M-V functional and the def2-TZVPD basis) of a molecular structure, C13H7AsCrF5O6S2.

ΔE to the lowest compared entry with this formula, charge and spin	20.0	kJ/mol
HOMO energy (alpha / beta)	-12.797 / -12.797	eV
charge	+1
LUMO (alpha / beta)	-6.16 / -6.16	eV
gap between HOMO and LUMO (alpha / beta)	6.641 / 6.639	eV

XYZ file:
```
35
Properties=species:S:1:pos:R:3:lowdin_charge:R:1
Cr -0.33 -0.11 0.59 0.547
O 1.94 0.48 -1.99 -0.207
As 0.38 1.17 -2.27 1.052
O -0.09 0.97 -3.80 -0.361
O -0.53 0.16 -1.03 -0.421
C 0.22 2.96 -1.65 -0.206
C 0.60 3.89 -2.61 -0.058
C 0.45 5.24 -2.35 -0.036
C -0.10 5.66 -1.14 -0.026
C -0.48 4.74 -0.18 0.010
C -0.32 3.39 -0.44 -0.300
S 0.56 2.06 1.61 0.996
O 1.49 1.41 0.66 -0.447
O -0.70 2.48 0.58 -0.289
O -0.23 0.81 2.15 -0.487
H 2.24 0.10 -2.83 0.083
H 0.98 3.56 -3.57 0.119
H 0.74 5.97 -3.09 0.123
H -0.23 6.72 -0.95 0.124
H -0.92 5.04 0.76 0.136
C -1.69 -1.25 0.89 0.113
H -2.36 -1.65 0.14 0.077
H -1.89 -1.58 1.92 0.081
F -1.00 -6.82 2.14 0.174
C -0.50 -5.63 1.85 -0.117
C 0.32 -4.99 2.76 -0.128
F 0.61 -5.57 3.92 0.161
C 0.83 -3.74 2.46 -0.223
F 1.61 -3.14 3.35 0.122
C 0.53 -3.12 1.25 -0.446
S 1.26 -1.56 0.87 0.957
C -0.31 -3.78 0.36 -0.252
F -0.65 -3.22 -0.79 0.104
C -0.82 -5.03 0.65 -0.133
F -1.62 -5.65 -0.21 0.158
```

---

Entry 3:
The following is a DFT calculation (the ωB97M-V functional and the def2-TZVPD basis) of a molecular structure, C13H7Cl2NS3Zn.

HOMO energy	-8.425	eV
LUMO	0.29	eV
gap between HOMO and LUMO	8.712	eV

XYZ file:
```
27
Properties=species:S:1:pos:R:3:lowdin_charge:R:1
Zn 1.83 -0.58 -2.69 0.302
S 3.96 -1.09 -2.08 0.575
C 3.23 -0.67 -0.60 -1.184
N 2.23 0.16 -0.69 -0.096
C 1.59 0.42 0.57 -0.278
C 0.47 1.18 0.80 -0.030
C -0.03 1.27 2.10 -0.073
C 0.52 0.43 3.08 -0.073
C 1.65 -0.40 2.84 -0.069
C 2.19 -0.38 1.56 -0.487
S 3.59 -1.24 1.00 1.056
H -0.06 1.73 0.06 0.111
H -0.94 1.82 2.33 0.106
H -0.01 0.40 4.05 0.106
H 2.05 -0.96 3.62 0.084
Cl 0.38 -2.33 -1.28 0.706
C -0.92 -1.09 -1.31 -0.607
C -1.79 -1.14 -0.24 -0.119
C -2.82 -0.19 -0.17 -0.093
C -2.92 0.79 -1.12 -0.123
C -2.08 0.73 -2.25 -0.691
Cl -2.22 2.03 -3.35 0.691
C -1.03 -0.21 -2.39 -0.742
S 0.01 -0.13 -3.76 0.591
H -1.60 -1.92 0.53 0.123
H -3.57 -0.16 0.62 0.114
H -3.72 1.51 -1.21 0.099
```

---

Entry 4:
The following is a DFT calculation (the ωB97M-V functional and the def2-TZVPD basis) of 11 unconnected molecules or ions with the total composition C13H7Cl40N4O2S.

HOMO energy	-12.087	eV
charge	+1
LUMO	-4.65	eV
gap between HOMO and LUMO	7.439	eV

XYZ file:
```
67
Properties=species:S:1:pos:R:3:lowdin_charge:R:1
C 2.41 -2.96 1.16 -0.214
S 2.38 -4.51 0.05 0.819
O 1.02 -4.71 -0.68 -0.333
O 2.70 -5.77 0.94 -0.378
N 3.70 -4.25 -1.11 -0.229
C 4.01 -3.01 -1.95 0.056
N 5.26 -3.27 -2.76 0.133
C 5.60 -4.67 -2.28 -0.216
N 6.64 -5.50 -2.61 0.132
N 4.61 -5.28 -1.27 0.083
H 1.38 -2.75 1.67 0.065
H 3.26 -3.20 1.96 0.114
H 2.83 -2.08 0.51 -0.013
H 3.34 -2.04 -1.92 0.158
H 7.22 -5.42 -3.50 0.103
H 6.84 -6.32 -1.96 0.156
H 4.63 -6.24 -0.82 0.196
C 0.38 -3.20 4.99 -1.981
Cl 1.00 -4.54 4.00 0.508
Cl -1.38 -3.03 4.72 0.536
Cl 0.69 -3.54 6.71 0.528
Cl 1.19 -1.69 4.52 0.506
C 3.54 0.99 0.86 -1.957
Cl 2.49 1.81 -0.33 0.492
Cl 4.73 -0.02 0.01 0.531
Cl 4.38 2.22 1.84 0.563
Cl 2.54 -0.03 1.92 0.528
C -1.47 0.66 -1.33 -1.977
Cl -0.97 2.30 -1.79 0.501
Cl -2.95 0.75 -0.33 0.518
Cl -1.80 -0.30 -2.79 0.506
Cl -0.17 -0.11 -0.39 0.467
C -0.25 6.03 0.20 -1.988
Cl -0.21 6.24 1.97 0.522
Cl 0.43 7.47 -0.58 0.531
Cl 0.72 4.60 -0.24 0.454
Cl -1.93 5.80 -0.34 0.474
C -4.63 8.98 0.07 -1.985
Cl -4.13 10.62 -0.40 0.523
Cl -6.10 9.07 1.07 0.497
Cl -4.96 8.02 -1.39 0.481
Cl -3.33 8.20 1.01 0.479
C -6.61 5.04 -3.94 -2.008
Cl -8.34 5.04 -3.48 0.518
Cl -6.26 6.49 -4.91 0.514
Cl -5.61 5.06 -2.46 0.474
Cl -6.25 3.58 -4.89 0.510
C 10.05 -3.77 -2.27 -2.006
Cl 9.39 -4.00 -3.91 0.527
Cl 11.49 -2.72 -2.36 0.547
Cl 8.82 -3.00 -1.24 0.500
Cl 10.50 -5.35 -1.59 0.518
C -5.02 -3.28 -2.35 -2.003
Cl -3.84 -3.99 -3.48 0.506
Cl -6.39 -2.61 -3.26 0.521
Cl -5.61 -4.55 -1.24 0.516
Cl -4.24 -1.99 -1.41 0.461
C 0.37 -8.00 5.76 -2.010
Cl 1.62 -6.95 6.45 0.483
Cl -1.23 -7.25 5.99 0.512
Cl 0.67 -8.22 4.01 0.500
Cl 0.40 -9.59 6.57 0.525
C -9.91 10.96 0.92 -2.011
Cl -10.08 9.67 -0.29 0.507
Cl -11.52 11.44 1.50 0.516
Cl -8.94 10.36 2.29 0.486
Cl -9.10 12.36 0.18 0.512
```

---

Entry 5:
The following is a DFT calculation (the ωB97M-V functional and the def2-TZVPD basis) of a molecular structure, C13H7F3N2O4RuS.

expectation value of S²	6.036
ΔE to the lowest compared entry with this formula, charge and spin	0.0	kJ/mol
HOMO energy (alpha / beta)	-16.945 / -17.442	eV
charge	+2
LUMO (alpha / beta)	-8.32 / -10.57	eV
multiplicity	5
gap between HOMO and LUMO (alpha / beta)	8.626 / 6.867	eV

XYZ file:
```
31
Properties=species:S:1:pos:R:3:lowdin_charge:R:1
Ru -0.14 0.71 0.41 1.405
O 0.73 -3.53 1.59 0.226
C 0.51 -2.26 1.40 -0.426
O 0.21 -1.74 0.33 0.004
C 0.62 -1.42 2.62 -0.148
C 0.91 -1.86 3.89 0.079
C 0.95 -0.93 4.92 0.048
C 0.69 0.40 4.65 0.085
C 0.41 0.75 3.34 -0.150
N 0.38 -0.13 2.35 0.040
C 0.09 2.14 2.90 -0.446
O 0.03 3.11 3.58 0.251
O -0.16 2.19 1.54 -0.279
H 0.63 -4.05 0.78 0.175
H 1.10 -2.91 4.07 0.146
H 1.18 -1.25 5.93 0.143
H 0.70 1.16 5.42 0.153
F -1.52 2.35 -5.65 0.200
C -1.32 2.48 -4.35 -0.616
F -0.43 3.45 -4.13 0.174
F -2.47 2.83 -3.76 0.166
C -0.81 1.18 -3.73 -0.052
C -0.56 0.05 -4.50 0.079
C -0.10 -1.10 -3.87 0.057
C 0.09 -1.11 -2.48 -0.053
N -0.15 -0.03 -1.75 -0.092
C -0.59 1.10 -2.36 -0.602
S -0.82 2.32 -1.18 1.022
H -0.71 0.08 -5.57 0.152
H 0.11 -1.99 -4.44 0.140
H 0.44 -1.99 -1.96 0.119
```

---

F_max: 4.82, 1.82, 2.94, 7.75, 0.19 (eV/A)